1.
A single C3H6FN3O molecule at a distorted geometry, computed with ωB97M-V/def2-TZVPD.

The geometry in XYZ format:
```
14
Properties=species:S:1:pos:R:3:forces:R:3
H 1.40693 2.58097 0.00905 -0.2725 -0.4548 -0.2009
N 0.72857 1.81325 -0.05808 0.7911 -0.0808 0.2825
C 1.31427 0.67993 -0.00657 -0.1003 0.8512 -0.1734
N 0.57987 -0.49423 0.01028 -1.0309 0.6766 -0.1984
N 1.32289 -1.65693 0.00355 0.3015 -1.4122 -0.0110
C -0.84247 -0.61044 -0.03141 0.5533 -2.1724 0.1364
O -1.29869 -1.75445 -0.08504 0.5418 2.0788 0.0991
C -1.71841 0.61768 -0.02216 0.0918 0.7691 0.5877
F -3.01606 0.17602 0.05357 -0.0528 0.2489 -0.1237
H 2.41170 0.51414 0.00908 -0.7473 -0.0748 0.0813
H 1.23334 -2.10892 0.91861 -0.0383 0.0835 -0.3840
H 0.93079 -2.32591 -0.68252 0.1916 0.6919 0.5237
H -1.51250 1.35154 0.79763 -0.0427 -0.9848 -0.3813
H -1.54024 1.21735 -0.91597 -0.1864 -0.2202 -0.2380
```
Positions in Å, forces in eV/Å.

Values from the calculation:
Relative energy (zero: lowest compared OMol25 entry of this formula, charge and spin)   2.84 kcal/mol
Maximum force   2.25 eV/Å
Total charge   0
LUMO energy   0.79 eV
Gap between HOMO and LUMO   10.64 eV
Structure (SMILES)   [H]/N=C/N(N)C(=O)CF
E   -457.252578 a.u.

Table of Mulliken atomic charges, one value per atom, all in e:
1 H 0.235
2 N -0.575
3 C 0.145
4 N 0.252
5 N -0.884
6 C 0.525
7 O -0.592
8 C -0.342
9 F -0.288
10 H 0.378
11 H 0.248
12 H 0.290
13 H 0.306
14 H 0.300

2.
2 unconnected molecules or ions with the total composition C5H11BrN at a distorted geometry, computed with ωB97M-V/def2-TZVPD.

The geometry in XYZ format:
```
18
Properties=species:S:1:pos:R:3:forces:R:3
C -1.04752 1.52124 -0.17142 0.6708 0.7640 0.3904
C -0.92609 0.21895 -0.17338 2.2173 -0.7730 -0.5020
C -2.22766 2.38818 0.01078 0.9309 -0.4321 1.7134
C 1.53215 -0.66634 1.00591 -2.6176 -2.4336 0.9170
C 1.26701 -0.74860 -0.38012 -3.4279 2.1757 -3.1643
N 0.60358 -2.00021 -0.76787 1.3891 -0.8038 0.2968
Br -2.24814 -1.14378 0.14845 0.6290 0.7732 -0.2481
H -0.14766 2.15640 -0.19613 0.0613 -0.7989 -0.4071
H -3.11270 1.86328 0.07235 -2.2156 -1.0515 -1.1197
H -2.26426 2.76655 1.01592 0.7549 0.4084 0.8963
H -2.15324 3.25919 -0.56312 -0.4154 0.9755 -1.3672
H 1.45763 0.27770 1.36315 0.0517 2.9273 1.1575
H 2.43244 -1.08111 1.19696 3.2976 -1.2732 1.1192
H 0.74554 -1.29935 1.53162 0.9505 0.8252 -0.3240
H 1.80847 -0.22901 -1.27288 -0.9656 -0.9845 2.0459
H 0.68431 -2.07439 -1.75469 -0.7657 -0.0906 -1.3458
H -0.34557 -1.82014 -0.41082 -0.7081 -1.0281 -0.4500
H 0.94147 -2.92533 -0.43154 0.1626 0.8202 0.3918
```
Positions in Å, forces in eV/Å.

Values from the calculation:
Relative energy (zero: lowest compared OMol25 entry of this formula, charge and spin)   113.47 kcal/mol
Maximum force   5.15 eV/Å
Total charge   +1
LUMO energy (spin up / spin down)   -4.71 / -4.70 eV
Gap between HOMO and LUMO (spin up / spin down)   8.43 / 8.43 eV
E   -2825.456313 a.u.

Table of Mulliken atomic charges, one value per atom, all in e:
1 C 0.274
2 C -0.023
3 C -1.415
4 C -1.008
5 C -0.242
6 N 0.018
7 Br -0.181
8 H 0.284
9 H 0.414
10 H 0.354
11 H 0.351
12 H 0.384
13 H 0.400
14 H 0.314
15 H 0.328
16 H 0.358
17 H 0.002
18 H 0.389

3.
A molecular structure, C29H22N4O5PRe, computed with ωB97M-V/def2-TZVPD.

The geometry in XYZ format:
```
62
Properties=species:S:1:pos:R:3:forces:R:3
Re -0.17992 -0.33728 -0.50455 -0.0240 -0.0709 0.3894
O 1.67549 -0.41980 3.18461 -0.0810 -0.0192 -0.0735
C 0.91783 -0.49667 2.15252 -0.0086 -0.0246 0.0636
O 1.27195 -0.18062 0.99849 0.3098 0.0197 0.0734
C -0.48655 -0.96552 2.37666 -0.2088 -0.1430 0.1057
C -1.11432 -1.31315 3.56512 0.1234 0.0264 -0.2565
C -2.45476 -1.68949 3.49584 0.0073 -0.0144 0.0285
C -3.13915 -1.70109 2.28042 0.1660 0.0452 -0.1953
C -2.44294 -1.33803 1.13408 0.0010 -0.0194 0.3441
N -1.15320 -0.99710 1.22132 0.3182 0.1371 -0.2353
C -2.90884 -1.20789 -0.28610 -0.2817 -0.1126 0.0275
O -4.09100 -1.50614 -0.69572 0.2321 0.0593 0.1087
O -2.08889 -0.77654 -1.12382 -0.2237 -0.0175 -0.2365
H 2.57651 -0.09338 2.98541 -0.0390 -0.0086 -0.0049
H -0.58248 -1.28735 4.50613 0.0295 0.0014 0.0300
H -2.97713 -1.96937 4.40086 -0.0198 0.0001 0.0309
H -4.18365 -1.98181 2.26038 -0.0428 -0.0030 -0.0313
H -4.71353 -1.83998 -0.02560 0.0566 0.0351 -0.0466
C -1.28733 -4.54059 -4.49085 0.0040 -0.0078 0.0023
C -1.19189 -3.15489 -4.50972 -0.0126 -0.0695 -0.0193
C -0.52585 -2.49367 -3.49346 0.0764 0.1377 -0.0168
C 0.04167 -3.22150 -2.44422 0.0981 -0.1428 0.0160
C -0.04546 -4.61961 -2.43547 0.0203 0.0542 0.0463
C -0.70921 -5.27198 -3.46015 -0.0198 0.0460 -0.0273
P 1.01840 -2.36713 -1.20324 -0.2847 -0.2577 0.1557
C 1.03277 -3.36223 0.31421 -0.0070 0.0505 -0.1009
C 2.16794 -3.38740 1.12626 0.0033 0.0842 -0.0439
C 2.15220 -4.09790 2.31825 -0.0308 -0.0320 0.0462
C 1.00859 -4.78335 2.70710 0.0261 0.0220 -0.0200
C -0.12561 -4.76211 1.90187 0.0172 0.0111 0.0026
C -0.11651 -4.05387 0.71156 -0.0496 0.0459 0.0062
C 2.69580 -2.08156 -1.73508 0.0859 -0.2363 -0.1145
C 3.28070 -0.82115 -1.83084 -0.0490 0.0339 0.1273
C 4.57427 -0.70310 -2.31278 0.0688 -0.0088 -0.0104
C 5.27891 -1.83412 -2.70258 -0.0498 -0.0228 0.0136
C 4.70014 -3.09619 -2.60257 0.0129 0.0966 0.0371
C 3.41141 -3.22642 -2.11969 -0.0237 0.1396 -0.0130
H -1.80353 -5.05463 -5.29013 -0.0018 -0.0064 -0.0130
H -1.62190 -2.59428 -5.32689 -0.0213 0.0301 -0.0242
H -0.41847 -1.41597 -3.54922 -0.0305 -0.0551 0.0309
H 0.40875 -5.19936 -1.64217 0.0185 -0.0067 -0.0194
H -0.76732 -6.35120 -3.46191 -0.0002 -0.0263 0.0086
H 3.07255 -2.87902 0.81579 0.0305 0.0027 -0.0462
H 3.04339 -4.14263 2.92844 0.0331 -0.0008 0.0246
H 1.01038 -5.35875 3.62166 -0.0001 -0.0292 0.0523
H -1.00024 -5.33060 2.18595 -0.0399 -0.0275 0.0110
H -0.98695 -4.08248 0.06590 -0.0262 0.0157 -0.0137
H 2.74456 0.07178 -1.52986 0.0334 -0.0614 -0.0444
H 5.03122 0.27342 -2.38895 0.0220 0.0148 -0.0124
H 6.28408 -1.73528 -3.08837 0.0186 0.0110 -0.0028
H 5.25250 -3.97469 -2.90362 0.0184 -0.0186 -0.0173
H 2.96888 -4.21308 -2.05429 -0.0622 -0.0073 -0.0010
N -0.79050 3.84500 0.29892 -0.0394 0.1317 -0.0420
C -0.46274 2.80255 -0.43175 0.0217 -0.0328 0.1828
O -0.53117 1.62069 0.10864 -0.3781 0.1885 0.0883
C -0.01210 2.98761 -1.78803 -0.0407 -0.2137 -0.0679
C 0.25127 1.75548 -2.30739 0.0163 0.0676 0.4473
N 0.32979 0.58526 -2.21544 0.1512 0.1302 -0.4852
C 0.10601 4.26545 -2.37548 0.0714 -0.2012 -0.2830
N 0.19553 5.30369 -2.85413 -0.0122 0.3081 0.0209
H -1.10940 3.72979 1.24909 0.0286 0.0010 -0.0425
H -0.75020 4.78155 -0.08699 -0.0119 -0.0497 0.0391
```
Positions in Å, forces in eV/Å.

Values from the calculation:
Relative energy (zero: lowest compared OMol25 entry of this formula, charge and spin)   0.00 kcal/mol
Maximum force   0.52 eV/Å
Total charge   +3
LUMO energy (spin up / spin down)   -10.82 / -11.67 eV
⟨S²⟩   3.77
Gap between HOMO and LUMO (spin up / spin down)   6.12 / 5.27 eV
Spin multiplicity   4
E   -2132.219302 a.u.

Table of Mulliken atomic charges, one value per atom, all in e:
1 Re 1.744
2 O -0.372
3 C 0.255
4 O -0.625
5 C 0.713
6 C -0.621
7 C -0.843
8 C -0.920
9 C 1.167
10 N 0.239
11 C 0.424
12 O -0.394
13 O -0.590
14 H 0.453
15 H 0.679
16 H 0.529
17 H 0.425
18 H 0.341
19 C -0.639
20 C -0.821
21 C -0.445
22 C 0.759
23 C -0.310
24 C -0.821
25 P 0.960
26 C 0.681
27 C -0.793
28 C -0.778
29 C -0.713
30 C -1.056
31 C -0.639
32 C 0.835
33 C -0.006
34 C -0.941
35 C -0.568
36 C -0.812
37 C -0.379
38 H 0.449
39 H 0.492
40 H 0.298
41 H 0.492
42 H 0.473
43 H 0.531
44 H 0.522
45 H 0.503
46 H 0.552
47 H 0.663
48 H 0.272
49 H 0.459
50 H 0.437
51 H 0.460
52 H 0.417
53 N -0.320
54 C 1.097
55 O -0.906
56 C -0.066
57 C 0.698
58 N -0.394
59 C -0.437
60 N -0.289
61 H 0.245
62 H 0.235

4.
A molecular structure, C29H35Br2N4O4W at a distorted geometry, computed with ωB97M-V/def2-TZVPD.

The geometry in XYZ format:
```
75
Properties=species:S:1:pos:R:3:forces:R:3
W -0.13409 0.40585 -0.22926 -0.5521 -0.9501 -0.3564
N 0.95139 -3.49931 1.14024 0.0365 -0.1320 -0.1161
C -0.34487 -2.82076 0.82020 0.0012 0.1773 -0.0374
C -1.16345 -3.55567 -0.21538 -0.0575 -0.0031 0.0175
C -2.32272 -2.64232 -0.63952 -0.1123 -0.0509 0.0695
N -1.81705 -1.44880 -1.32460 0.1615 0.1140 -0.0742
C -3.12801 -2.18781 0.57792 0.0013 -0.0856 0.0255
C -2.27999 -1.53826 1.67246 -0.0353 -0.0270 0.0239
N -1.82338 -0.17959 1.26172 -0.0617 0.1325 -0.1256
C -1.11924 -2.45848 2.06911 -0.0607 -0.0479 -0.0370
H 1.48694 -3.63455 0.28019 -0.0047 -0.0381 -0.0004
H 0.84615 -4.40222 1.60397 -0.0388 0.0094 -0.0043
H 1.53153 -2.89948 1.74571 -0.0471 0.0730 0.0635
H -0.01401 -1.88369 0.38443 0.1576 -0.1111 0.0029
H -1.58068 -4.48705 0.18049 0.0296 -0.0119 0.0173
H -0.55100 -3.80447 -1.08723 0.0021 0.0167 -0.0102
H -2.98080 -3.22526 -1.29317 0.0056 0.0240 0.0281
H -2.59898 -0.85834 -1.59060 0.0085 0.0399 -0.0153
H -1.31148 -1.69395 -2.17028 -0.0165 -0.0181 -0.0024
H -3.63111 -3.05482 1.01331 0.0087 -0.0068 -0.0059
H -3.91131 -1.49641 0.26095 -0.0123 0.0200 -0.0043
H -2.91514 -1.40804 2.55242 -0.0143 -0.0541 -0.0305
H -1.62395 0.34953 2.10706 0.0500 0.0077 0.0151
H -2.63331 0.28608 0.81377 0.0348 0.0369 -0.0135
H -1.54145 -3.34665 2.55084 0.0268 -0.0254 -0.0073
H -0.46411 -1.96591 2.78978 -0.0113 0.0373 -0.0031
Br 0.04479 3.70230 0.06949 0.0677 0.3502 0.0548
C 1.07259 2.98067 -1.31781 0.3008 0.0208 -0.4875
C 1.78482 3.78048 -2.19920 -0.0270 -0.0026 0.1091
C 2.53461 3.16446 -3.19018 0.0258 0.0091 -0.0281
C 2.55623 1.77852 -3.29574 -0.1402 -0.0750 0.0902
C 1.80646 1.05370 -2.39430 0.1373 0.2275 0.0785
N 1.09576 1.65626 -1.42380 -0.2519 -0.1277 0.1034
C 1.72250 -0.44951 -2.34144 0.1253 -0.0620 -0.1031
O 2.31908 -1.15918 -3.11311 0.0093 0.0813 0.0071
O 0.95314 -0.87738 -1.36677 0.1337 -0.1451 -0.2108
H 1.75211 4.85532 -2.10017 0.0006 0.0020 0.0051
H 3.10454 3.76893 -3.88252 -0.0037 0.0201 0.0027
H 3.12468 1.25992 -4.05375 0.0006 -0.0252 0.0022
C 3.38209 0.61719 0.55985 0.0189 0.1753 -0.0108
C 2.45992 0.32891 1.74045 -0.0168 -0.0510 0.0067
C 2.62751 1.45465 2.77731 0.0450 -0.0172 -0.0076
C 0.98746 0.24753 1.32397 0.1501 0.2891 0.6859
C 2.80507 -1.01989 2.38002 -0.0643 -0.0476 -0.0488
C 3.74281 -1.89370 1.82950 0.0447 -0.0476 -0.0274
C 3.97208 -3.15513 2.37676 0.0094 0.0191 0.0123
C 3.26522 -3.57465 3.49344 0.0498 -0.0006 0.0239
C 2.34696 -2.70483 4.07491 0.0549 -0.1249 0.1033
C 2.12820 -1.45123 3.52894 -0.0239 0.1266 -0.0189
H 3.14057 1.59547 0.14646 -0.0058 0.0303 0.0055
H 3.28434 -0.11930 -0.23846 0.0010 -0.0265 0.0368
H 4.42723 0.65428 0.87220 0.0285 -0.0283 0.0069
H 2.51036 2.42058 2.28528 -0.0258 0.0198 -0.0096
H 3.61198 1.42326 3.24837 0.0332 0.0094 -0.0287
H 1.87180 1.39808 3.56098 0.0105 -0.0468 0.0308
H 0.40208 0.11950 2.25024 0.0888 0.0775 0.0507
H 4.31883 -1.59644 0.96473 -0.0281 -0.0200 -0.0125
H 4.71779 -3.80074 1.93039 -0.0018 -0.0093 -0.0027
H 3.44860 -4.54902 3.92689 0.0033 -0.0022 0.0065
H 1.81427 -3.00538 4.96862 -0.0136 0.0218 0.0028
H 1.41937 -0.78727 4.00803 -0.0055 -0.0019 0.0005
Br -4.99052 6.29075 -4.74699 -0.0037 0.0142 -0.0116
C -4.32815 4.88975 -3.67122 0.0849 -0.0421 -0.0068
C -3.04418 4.40962 -3.89472 -0.0511 0.0657 -0.0451
C -2.55906 3.38798 -3.09942 -0.0278 -0.0520 0.1216
C -3.35418 2.84129 -2.09506 -0.0163 0.1020 -0.0074
C -4.64064 3.32852 -1.89159 0.0021 -0.0239 -0.0081
C -5.13120 4.35806 -2.67412 -0.0368 0.0533 -0.0382
C -2.84822 1.74715 -1.22068 -0.1151 -0.2312 -0.1442
O -3.60963 1.16988 -0.43536 0.1971 0.0510 0.0377
O -1.59869 1.43472 -1.37924 -0.2755 0.3195 0.2579
H -2.43680 4.83227 -4.68249 -0.0085 0.0170 -0.0069
H -1.56012 3.00295 -3.25365 0.0046 -0.0034 -0.0089
H -5.25319 2.89438 -1.11380 0.0194 -0.0144 0.0164
H -6.12715 4.74673 -2.51576 -0.0033 -0.0009 -0.0049
```
Positions in Å, forces in eV/Å.

Values from the calculation:
Relative energy (zero: lowest compared OMol25 entry of this formula, charge and spin)   0.00 kcal/mol
Maximum force   1.16 eV/Å
Total charge   +1
LUMO energy (spin up / spin down)   -2.63 / -2.98 eV
⟨S²⟩   2.05
Gap between HOMO and LUMO (spin up / spin down)   6.92 / 7.19 eV
Spin multiplicity   3
E   -6861.040816 a.u.

Table of Mulliken atomic charges, one value per atom, all in e:
1 W 0.581
2 N 0.125
3 C 1.516
4 C -1.515
5 C -0.045
6 N -0.410
7 C -1.440
8 C 0.078
9 N -0.735
10 C -0.965
11 H 0.549
12 H 0.449
13 H -0.281
14 H -1.022
15 H 0.421
16 H 0.437
17 H 0.382
18 H 0.309
19 H 0.275
20 H 0.504
21 H 0.525
22 H 0.439
23 H 0.412
24 H 0.295
25 H 0.511
26 H 0.143
27 Br -0.010
28 C 0.282
29 C -0.719
30 C -0.583
31 C -0.871
32 C 0.678
33 N 1.238
34 C -0.098
35 O -0.690
36 O -0.783
37 H 0.562
38 H 0.470
39 H 0.552
40 C -2.382
41 C 3.465
42 C -1.866
43 C -0.752
44 C -0.394
45 C -0.004
46 C -0.889
47 C -0.573
48 C -0.765
49 C -0.138
50 H 0.412
51 H 0.496
52 H 0.533
53 H 0.391
54 H 0.487
55 H 0.325
56 H -0.015
57 H 0.411
58 H 0.453
59 H 0.449
60 H 0.443
61 H 0.371
62 Br -0.168
63 C 0.084
64 C -0.784
65 C -0.134
66 C 0.149
67 C -0.350
68 C -0.609
69 C 0.238
70 O -0.836
71 O -0.398
72 H 0.453
73 H 0.434
74 H 0.461
75 H 0.438